DFT (ωB97M-V/def2-TZVPD) results for a structure of composition C14H31BeN2OS3 at a distorted geometry.

Results
- HOMO-LUMO gap: 8.1 eV
- Molecular weight: 348.6 g mol⁻¹
- DFT total energy: -1945.12158 hartree
- HOMO: -16.92 eV
- Net charge: +3

The geometry in XYZ format:
```
52
Properties=species:S:1:pos:R:3:forces:R:3:lowdin_charge:R:1
Be -0.1170 0.2364 0.0601 0.71 0.87 0.62 -0.062
C 0.1771 3.6456 0.2675 -0.43 -0.66 -1.94 -0.521
C -0.6915 3.2114 1.4819 0.20 1.36 -1.30 -0.440
S -0.5008 1.4693 1.8946 -0.13 0.26 1.11 0.970
C 1.1199 1.5491 2.7759 0.32 -2.80 -0.15 -0.376
C 2.3802 1.3577 1.8524 -1.81 -1.13 0.78 -0.407
S 1.9237 0.7625 0.1849 1.88 0.25 0.83 0.981
C 3.0446 1.8606 -0.7322 -0.51 0.81 -1.92 -0.410
C 2.8048 3.3924 -0.8791 -0.61 -0.36 1.11 -0.438
S 1.8935 4.1603 0.4949 0.68 0.25 0.54 0.934
H -0.2003 4.5921 -0.1345 -0.76 -0.50 -0.04 0.080
H 0.1608 2.8346 -0.5841 0.00 1.81 1.62 0.072
H -1.7426 3.4332 1.2272 0.26 -0.52 0.04 0.104
H -0.5133 3.8921 2.3388 0.16 -0.85 -0.07 0.119
H 1.0590 0.6707 3.4967 0.08 1.27 -0.68 0.106
H 1.1702 2.4729 3.3296 -0.16 0.25 0.14 0.096
H 3.0622 0.5953 2.2451 -0.02 0.59 0.16 0.102
H 2.7556 2.3432 1.7037 0.86 0.31 -0.12 0.006
H 2.9393 1.4067 -1.7085 0.49 0.04 -0.51 0.071
H 4.0714 1.7615 -0.4295 0.19 -0.88 0.61 0.102
H 2.3493 3.6658 -1.8139 -0.32 -0.04 -0.41 0.079
H 3.7615 3.9274 -0.8400 -0.09 -0.30 -0.02 0.099
C -1.6734 0.3792 -3.4062 -0.14 -0.87 0.33 -0.027
C -0.4025 0.6591 -2.6797 0.70 1.34 -0.25 -0.185
O -0.7528 0.8526 -1.2758 0.33 -1.20 1.52 -0.149
H -1.3857 0.1882 -4.4247 -0.28 -0.30 -0.62 0.104
H -2.3357 1.2544 -3.4044 0.03 -0.35 0.11 0.114
H -2.1589 -0.5361 -2.9460 0.30 1.13 -0.90 0.097
H 0.0880 1.6207 -2.9906 -0.35 -0.98 0.02 0.159
H 0.3584 -0.1389 -2.6683 -0.43 0.29 -0.19 0.126
H -1.2516 1.6327 -1.0788 -0.71 1.03 -0.41 0.124
C -2.5285 -2.8917 0.2276 -1.67 -0.38 0.24 -0.058
C -1.9387 -1.5041 -0.0882 -0.77 -0.07 1.90 -0.088
N -0.4664 -1.4624 0.3461 -0.48 -0.87 -2.45 -0.183
C -0.3465 -2.0576 1.7084 -0.16 0.12 0.75 -0.090
C -0.7498 -3.5629 1.7328 -2.47 0.84 0.63 -0.036
N -1.4578 -3.9034 0.4505 0.55 0.06 -0.07 -0.071
C -0.4182 -3.8334 -0.6506 -0.21 0.70 0.19 -0.014
C 0.2624 -2.3974 -0.6626 0.34 -0.49 1.03 -0.043
H -3.3041 -3.3357 -0.4692 1.20 0.87 0.23 0.181
H -3.0748 -2.8372 1.1777 0.13 -0.05 -0.13 0.148
H -2.4227 -0.7754 0.5970 0.01 -0.42 -0.40 0.140
H -2.2325 -1.1843 -1.0821 1.03 -0.03 -0.24 0.105
H -0.9758 -1.4802 2.4516 0.76 -0.49 -0.97 0.153
H 0.7132 -2.0036 1.9887 -0.31 0.22 0.07 0.144
H -1.5070 -3.7651 2.5147 0.52 0.33 -0.15 0.161
H 0.0418 -4.2204 1.9242 1.31 -0.94 -0.15 0.130
H -1.9880 -4.8103 0.5260 1.25 0.59 -0.20 0.233
H -0.9206 -4.1224 -1.5640 0.11 0.17 -0.35 0.149
H 0.3808 -4.5083 -0.4302 0.10 -0.86 0.12 0.135
H 0.1645 -1.9802 -1.6667 0.11 0.06 0.25 0.111
H 1.3752 -2.5170 -0.3884 -1.80 0.48 -0.33 0.166
```
Forces are in eV/Å.